Entry 1:
Computed, not measured: an isolated molecule of Cl2P2S in a non-equilibrium geometry, with the ωB97M-V functional and the def2-TZVPD basis.

Bonds (Å) are listed after each position.
Element x y z (Å)
1 Cl -2.00 0.44 -0.22  P2 1.952
2 P -0.76 -0.68 0.78  Cl1 1.952, S3 2.190, P4 2.182
3 S 0.56 -1.46 -0.78  P2 2.190, P4 2.076
4 P 1.31 -0.03 0.52  P2 2.182, S3 2.076, Cl5 1.987
5 Cl 0.88 1.72 -0.29  P4 1.987

Summary:
Energy relative to the best compared isomer or geometry (same formula, charge and spin)   5.8 kJ/mol
SMILES string   ClP1#S#P1Cl
E_HOMO   -9.31 eV
Lowest unoccupied orbital energy   0.001 eV
Net charge   0
F_max   2.88 eV/A

***

Entry 2:
Computed, not measured: a cluster of 2 separate species, CH3ClN2O2 in total in a non-equilibrium geometry, with the ωB97M-V functional and the def2-TZVPD basis.

Bonds (Å) are listed after each position.
Element x y z (Å)
1 C 0.02 -1.44 0.81  H7 1.178, H8 1.080, H9 1.095
2 N 0.47 0.76 0.00  N3 1.349, Cl6 1.662
3 N -0.26 0.84 -1.13  N2 1.349, O4 1.180, O5 1.173
4 O -0.38 -0.17 -1.73  N3 1.180
5 O -0.61 1.90 -1.47  N3 1.173
6 Cl 0.46 2.04 1.06  N2 1.662
7 H -0.15 -0.95 1.87  C1 1.178
8 H -0.63 -1.34 -0.05  C1 1.080
9 H 1.08 -1.65 0.63  C1 1.095

Summary:
Energy relative to the best compared isomer or geometry (same formula, charge and spin)   576.2 kJ/mol
E_HOMO (alpha / beta)   -9.84 / -9.41 eV
Lowest unoccupied orbital energy (alpha / beta)   -1.774 / -2.593 eV
Net charge   0
F_max   5.29 eV/A

***

Entry 3:
Computed, not measured: an isolated molecule of C20H17Cl2N5, with the ωB97M-V functional and the def2-TZVPD basis.

Bonds (Å) are listed after each position.
Element x y z (Å)
1 C 0.28 -4.46 -0.33  C2 1.533, H28 1.087, H29 1.087, H30 1.087
2 C 0.08 -3.37 0.73  C1 1.533, N3 1.447, H31 1.095, H32 1.094
3 N -0.65 -2.19 0.31  C2 1.447, C4 1.448, C27 1.444
4 C -2.04 -2.41 -0.01  N3 1.448, C5 1.494, H33 1.108, H34 1.093
5 C -2.72 -1.09 -0.16  C4 1.494, C6 1.333, H35 1.080
6 C -2.05 0.02 -0.46  C5 1.333, C7 1.460, C26 1.506
7 C -2.65 1.35 -0.42  C6 1.460, C8 1.408, C10 1.360
8 C -4.05 1.46 -0.54  C7 1.408, N9 1.149
9 N -5.19 1.58 -0.64  C8 1.149
10 C -1.92 2.47 -0.18  C7 1.360, N11 1.362, C12 1.526
11 N -2.44 3.73 -0.19  C10 1.362, H36 1.006, H37 1.007
12 C -0.41 2.38 0.02  C10 1.526, C13 1.453, C15 1.456, C17 1.556
13 C -0.01 3.26 1.10  C12 1.453, N14 1.142
14 N 0.28 3.98 1.95  C13 1.142
15 C 0.19 2.90 -1.20  C12 1.456, N16 1.142
16 N 0.60 3.34 -2.17  C15 1.142
17 C 0.07 0.93 0.32  C12 1.556, C18 1.507, C26 1.539, H38 1.095
18 C 1.57 0.89 0.39  C17 1.507, C19 1.391, C24 1.396
19 C 2.35 0.89 -0.76  C18 1.391, C20 1.385, H39 1.078
20 C 3.73 0.88 -0.69  C19 1.385, Cl21 1.723, C22 1.386
21 Cl 4.66 0.88 -2.14  C20 1.723
22 C 4.38 0.85 0.54  C20 1.386, C23 1.381, H40 1.078
23 C 3.62 0.84 1.69  C22 1.381, C24 1.387, H41 1.078
24 C 2.23 0.86 1.62  C18 1.396, C23 1.387, Cl25 1.729
25 Cl 1.34 0.84 3.11  C24 1.729
26 C -0.57 0.01 -0.74  C6 1.506, C17 1.539, C27 1.533, H42 1.098
27 C -0.02 -1.42 -0.73  N3 1.444, C26 1.533, H43 1.105, H44 1.092
28 H -0.68 -4.84 -0.68  C1 1.087
29 H 0.84 -5.29 0.09  C1 1.087
30 H 0.83 -4.07 -1.19  C1 1.087
31 H 1.06 -3.03 1.08  C2 1.095
32 H -0.46 -3.80 1.58  C2 1.094
33 H -2.18 -3.01 -0.93  C4 1.108
34 H -2.51 -2.96 0.81  C4 1.093
35 H -3.79 -1.06 0.02  C5 1.080
36 H -1.93 4.48 0.24  N11 1.006
37 H -3.44 3.82 -0.24  N11 1.007
38 H -0.33 0.64 1.30  C17 1.095
39 H 1.88 0.91 -1.73  C19 1.078
40 H 5.45 0.84 0.59  C22 1.078
41 H 4.10 0.82 2.66  C23 1.078
42 H -0.39 0.44 -1.73  C26 1.098
43 H -0.20 -1.86 -1.73  C27 1.105
44 H 1.06 -1.41 -0.56  C27 1.092

Summary:
SMILES string   CCN1CC=C2C(C#N)=C(N)C(C#N)(C#N)[C@H](c3cc(Cl)ccc3Cl)[C@H]2C1
E_HOMO   -8.59 eV
Lowest unoccupied orbital energy   0.151 eV
Net charge   0
F_max   0.99 eV/A

***

Number 1: molar mass 164.9 g/mol, E -2001.3392 Eh. Number 2: molar mass 110.5 g/mol, E -759.7920 Eh. Number 3: molar mass 398.3 g/mol, E -1966.4651 Eh.